ORCA calculation (the ωB97M-V functional and the def2-TZVPD basis) on a cluster of 3 separate species, C7H20NO2 in total at a distorted geometry.

- net charge = +1
- HOMO energy (eV) = -12.3
- LUMO (eV) = -3.08
- E_tot (a.u.) = -483.6330
- molar mass (g mol⁻¹) = 150.24
- energy relative to the best compared isomer or geometry (same formula, charge and spin) (kJ/mol) = 176.61
- Kohn-Sham gap (eV) = 9.2

Positions of all 30 atoms, in Å:
C 1.271 -1.591 -1.320
C 0.521 -0.517 -0.715
C -0.919 -0.547 -1.192
C -1.945 -0.101 -0.107
C -3.465 1.644 -0.975
C -2.311 1.335 -0.386
C -1.384 2.279 0.308
N 0.853 -0.258 0.827
H 2.321 -1.560 -1.264
H 0.881 -1.478 -2.378
H 1.076 -2.634 -0.942
H 0.962 0.457 -1.102
H -1.034 -0.139 -2.298
H -1.106 -1.645 -1.426
H -2.886 -0.731 -0.262
H -1.650 -0.361 0.865
H -3.829 2.688 -1.267
H -3.973 0.794 -1.514
H -1.419 2.313 1.307
H -0.360 1.945 -0.006
H -1.628 3.250 0.020
H 0.227 0.412 1.307
H 0.885 -1.089 1.349
H 1.871 0.167 0.966
H 3.183 2.030 1.117
H 3.747 0.663 1.329
O 3.127 1.106 0.854
H 2.123 -2.727 2.700
H 2.850 -3.192 1.428
O 2.020 -2.652 1.721

Cartesian forces (eV/Å) of the 2 atoms listed first:
C -0.5 -2.7 -1.3
C 1.2 4.4 0.7

ORCA calculation (the ωB97M-V functional and the def2-TZVPD basis) on a cluster of 6 separate species, C7H20O5 in total at a distorted geometry.

- net charge = 0
- HOMO energy (eV) = -9.4
- LUMO (eV) = 0.22
- E_tot (a.u.) = -654.8598
- molar mass (g mol⁻¹) = 184.23
- SMILES string = C=C/C=C/CC=C.O.O.O.O.O
- energy relative to the best compared isomer or geometry (same formula, charge and spin) (kJ/mol) = 38.02
- Kohn-Sham gap (eV) = 9.6

Positions of all 32 atoms, in Å:
C -2.282 0.828 -0.737
C -2.473 -0.477 -0.792
C -1.041 1.525 -1.238
C 0.178 1.117 -0.438
C 1.139 1.964 -0.067
C 2.325 1.561 0.724
C 2.329 0.605 1.648
H -3.037 1.497 -0.335
H -3.341 -1.005 -0.419
H -1.721 -1.163 -1.186
H -0.863 1.213 -2.271
H -1.156 2.606 -1.212
H 0.228 0.070 -0.145
H 1.139 3.025 -0.298
H 3.227 2.128 0.513
H 1.457 0.021 1.930
H 3.228 0.370 2.202
H -1.555 -0.971 2.768
H -0.996 -2.116 1.905
O -1.544 -1.918 2.697
H 1.303 -1.218 -2.326
H 1.219 -2.750 -2.553
O 0.791 -2.026 -2.084
H -2.519 0.795 1.946
H -1.080 1.305 1.848
O -1.715 0.943 2.452
H 0.968 -2.938 0.862
H 0.337 -2.332 -0.407
O 0.156 -2.523 0.542
H 1.613 0.962 -3.154
H 2.294 0.691 -1.823
O 2.129 0.280 -2.683

Cartesian forces (eV/Å) of the 2 atoms listed first:
C -0.3 0.4 -0.2
C 0.2 -0.8 0.0